Entry from the Open Molecules 2025 dataset: a molecular structure, C36H36BrCoIN5O2SeSi (the ωB97M-V functional and the def2-TZVPD basis).

spin multiplicity	2
E_LUMO (alpha / beta)	-3.186 / -3.345	eV
highest occupied orbital energy (alpha / beta)	-8.980 / -8.960	eV
charge	+1

Last column: Mulliken charge in e.
Cartesian coordinates (Å):
I  -4.33854  -2.02605  -1.97037  0.1265
Br  5.90192  2.47829  -3.24489  -0.0924
Se  -2.09024  -0.64782  2.20069  -0.2932
Co  0.20709  0.93616  -0.03885  0.2411
Si  -2.44432  -2.08923  3.88549  0.4017
O  1.11552  0.44046  3.84823  -0.4723
O  -2.58772  3.73941  -1.11338  -0.4564
N  -0.32909  -0.75508  -1.20861  1.5795
N  2.05293  1.47363  -0.86423  0.5978
N  -1.12639  2.03054  -1.21567  0.7445
N  -0.61855  2.12718  1.30189  0.4017
N  1.18434  0.37097  1.60721  0.6662
C  2.99493  0.54684  -1.07162  0.2039
C  0.62791  0.80089  2.68608  0.5099
C  -0.43186  1.82588  2.57660  0.1623
C  -1.65548  -0.94834  -1.20295  -0.7314
C  -2.35769  3.63256  1.86037  -0.8003
C  2.16095  -0.53815  3.55442  -0.4502
C  -0.78595  2.03619  -3.78020  -0.0199
C  0.48772  1.49460  -3.72773  1.2145
C  -1.58846  2.96446  0.94023  0.3855
C  -2.09220  3.39122  3.21653  -0.5360
C  2.27512  -4.52034  0.44142  -0.6550
C  1.07561  -3.84330  0.60307  -1.5253
C  -2.49558  3.43945  -2.53387  -0.7105
C  -1.51256  -2.59085  -2.93413  -0.4133
C  1.26645  1.40189  -4.87466  -1.3663
C  0.40513  -1.48001  -2.05931  -0.2419
C  -1.13287  2.47136  3.58890  -0.9124
C  -0.50695  2.37760  -6.15648  -0.7563
C  -1.71061  2.11698  -2.58963  0.0344
C  4.16164  0.80097  -1.76717  -1.2293
C  1.06014  -2.54358  1.09680  0.3680
C  3.45814  -2.60349  1.27752  -0.4401
C  4.36133  2.08029  -2.26285  -0.1274
C  -0.14004  -2.40267  -2.92873  -1.2206
C  2.28833  -0.52633  2.01172  -0.6616
C  -1.28048  2.46961  -5.01081  -0.8299
C  -3.49594  -3.50428  3.27174  -1.0578
C  2.25407  -1.91652  1.42545  -0.2182
C  3.41287  3.06172  -2.02386  -0.7893
C  -0.80577  -2.76180  4.50871  -0.7160
C  -2.27941  -1.84881  -2.05161  -0.8697
C  2.27845  2.70999  -1.31928  -0.5846
C  -3.31638  -1.19558  5.27677  -1.0857
C  -1.74628  2.91860  -0.52108  0.0169
C  3.47001  -3.90010  0.78692  -0.7744
C  0.77374  1.84486  -6.09131  -0.6406
H  -3.65046  -1.87582  6.06602  0.3446
H  1.37912  1.77398  -6.98521  0.4243
H  -4.40831  -3.11639  2.81494  0.2967
H  -4.19005  -0.67323  4.88294  0.2864
H  1.50662  3.44305  -1.11858  0.4817
H  3.21766  -0.03813  1.70360  0.6479
H  4.89319  0.01912  -1.91335  0.5614
H  2.28194  -5.53463  0.06385  0.4600
H  -2.95401  -4.07527  2.51425  0.2781
H  -0.95125  2.21059  4.62137  0.6545
H  2.80806  -0.43371  -0.64788  0.3458
H  -3.13506  4.31051  1.53861  0.6145
H  -2.23495  -0.38655  -0.48386  0.5452
H  -0.90540  2.72128  -7.10195  0.4158
H  0.87330  1.13645  -2.78962  0.0416
H  4.40899  -4.42685  0.67594  0.4363
H  -3.77909  -4.18931  4.07680  0.3496
H  1.82317  -1.49829  3.93454  0.3120
H  -1.96964  4.26151  -3.01772  0.3744
H  3.06105  -0.21879  4.07184  0.3455
H  -0.29194  -2.00451  5.10757  0.2308
H  0.11424  -2.04366  1.28144  0.8419
H  -1.97385  -3.29742  -3.61135  0.4583
H  -2.41688  1.28228  -2.66396  0.2798
H  -2.28206  2.87949  -5.08470  0.4225
H  -2.67612  3.89597  3.97357  0.4764
H  1.47364  -1.32050  -2.03894  0.3299
H  -2.65150  -0.45576  5.72977  0.2605
H  2.26083  0.97578  -4.81490  0.4864
H  -0.93437  -3.64873  5.13643  0.4971
H  0.50383  -2.96403  -3.59108  0.5762
H  0.13836  -4.33037  0.36129  0.5787
H  -0.17426  -3.03796  3.66070  -0.0248
H  -3.50924  3.36781  -2.91505  0.3956
H  4.39377  -2.12015  1.54168  0.4979
H  3.54574  4.07193  -2.38248  0.5004

Cartesian forces (eV/Å) of the 3 atoms listed first:
I -0.1283 -0.0206 0.0024
Br 0.0892 0.0236 -0.0530
Se 0.0790 0.1875 -0.0108



Entry from the Open Molecules 2025 dataset: C4H5N3 in the gas phase (the ωB97M-V functional and the def2-TZVPD basis).

E_LUMO	0.767	eV
highest occupied orbital energy	-9.738	eV
SMILES	N#C[C@H]1CN=CN1

Last column: natural (NBO) charge in e.
Cartesian coordinates (Å):
N  0.61361  -0.91509  -0.54672  -0.6086
N  1.07056  1.23145  0.05548  -0.4409
N  -1.42366  -1.03715  2.17158  -0.3048
C  1.51455  0.04785  -0.08298  0.2498
C  -1.14245  -0.72698  1.09321  0.2498
C  -0.34668  1.17099  -0.31407  -0.2451
C  -0.69907  -0.33926  -0.26707  -0.1728
H  -0.96142  1.75710  0.37144  0.2209
H  -1.44932  -0.64161  -1.00201  0.2455
H  0.76102  -1.87684  -0.26992  0.3978
H  2.54274  -0.23923  0.11948  0.1992
H  -0.47987  1.56874  -1.32842  0.2091

Cartesian forces (eV/Å) of the 3 atoms listed first:
N 0.0578 -0.0610 0.1177
N 0.1182 -0.3652 -0.0133
N 0.2083 0.2821 -1.0586



Entry from the Open Molecules 2025 dataset: C16H18N2O2S in the gas phase (the ωB97M-V functional and the def2-TZVPD basis).

E_LUMO	0.583	eV
highest occupied orbital energy	-7.370	eV
SMILES	O=C(Cc1cccs1)Nc1ccc(N2CCOCC2)cc1

Last column: natural (NBO) charge in e.
Cartesian coordinates (Å):
S  -5.47757  -0.10228  -1.33804  0.4290
O  -2.08322  -0.75934  0.50957  -0.5951
O  6.20613  -1.28566  -1.00024  -0.5252
N  4.43966  0.26509  0.61887  -0.4325
N  -1.06055  1.23933  0.10452  -0.5978
C  5.70164  -0.05026  -1.45477  -0.0846
C  -6.24082  -1.22180  0.82934  -0.2476
C  4.96797  -1.00914  1.06151  -0.2446
C  0.78157  -0.34674  0.47388  -0.2279
C  -3.45628  1.19537  0.10499  -0.5362
C  5.38401  0.89380  -0.28493  -0.2366
C  -2.13556  0.42170  0.26271  0.6889
C  2.57610  1.73565  0.19266  -0.2468
C  3.07499  0.45005  0.43900  0.1502
C  -4.62817  0.27804  0.12361  -0.1855
C  1.22369  1.96886  0.07974  -0.2118
C  5.29129  -1.91898  -0.13046  -0.0866
C  2.13897  -0.57979  0.57637  -0.2161
C  -5.14770  -0.39819  1.18193  -0.2445
C  0.30406  0.93246  0.22006  0.1086
C  -6.53452  -1.16217  -0.49251  -0.4147
H  0.87351  2.97501  -0.10863  0.2016
H  4.78438  -0.21321  -2.04375  0.1646
H  4.36765  -2.16325  -0.67739  0.1653
H  6.47399  0.37392  -2.09852  0.1942
H  -4.75972  -0.31568  2.18115  0.2236
H  4.27521  -1.48946  1.75027  0.2136
H  -6.78106  -1.82984  1.53278  0.2232
H  -1.24719  2.21344  -0.09077  0.3931
H  5.77333  -2.84130  0.19750  0.1953
H  0.08712  -1.16223  0.58409  0.2536
H  6.30443  1.10051  0.27193  0.1980
H  5.90015  -0.80070  1.59965  0.2020
H  3.25215  2.57259  0.11127  0.2113
H  2.45869  -1.59316  0.75932  0.2035
H  4.98816  1.82876  -0.67469  0.2100
H  -7.30573  -1.67416  -1.03272  0.2341
H  -3.43287  1.75475  -0.83257  0.2311
H  -3.52399  1.90530  0.93556  0.2394

Cartesian forces (eV/Å) of the 3 atoms listed first:
S 0.0399 -0.1040 0.6439
O 0.0827 -0.1715 0.0540
O 0.1260 -0.0357 0.0254



Entry from the Open Molecules 2025 dataset: 2 unconnected molecules or ions with the total composition C5H14S (the ωB97M-V functional and the def2-TZVPD basis).

E_LUMO	0.933	eV
highest occupied orbital energy	-8.498	eV
SMILES	CCSC.CC

Last column: natural (NBO) charge in e.
Cartesian coordinates (Å):
S  2.17989  1.35116  -1.31632  0.2038
C  1.00022  0.00791  -1.32943  -0.5584
C  -1.15976  -1.72419  1.73993  -0.6109
C  1.02394  2.71030  -1.08027  -0.7540
C  0.20999  -0.23880  -2.58742  -0.6314
C  -1.07042  -1.08006  3.15895  -0.6112
H  -0.90957  -0.97620  0.98856  0.1968
H  -0.46343  -2.55663  1.64882  0.2070
H  1.52993  3.66912  -1.14931  0.2306
H  0.19684  0.62206  -3.24651  0.2167
H  -2.04587  -0.98809  3.63224  0.2050
H  -0.59763  -0.09849  3.11352  0.2028
H  1.65167  -0.82637  -1.03301  0.2291
H  0.26360  2.73209  -1.86971  0.2103
H  -0.43314  -1.69371  3.77937  0.2042
H  -0.81441  -0.50338  -2.34192  0.2135
H  -2.19548  -2.02009  1.56190  0.2066
H  0.54243  2.60393  -0.11490  0.2093
H  0.61975  -1.05881  -3.18175  0.2172
H  0.47145  0.06826  -0.37274  0.2130

Cartesian forces (eV/Å) of the 3 atoms listed first:
S 0.1957 0.5417 -0.2804
C 1.1751 -0.7392 1.4732
C -0.2780 0.7884 0.7110



Relative energy (zero: lowest compared OMol25 entry of this formula, charge and spin)? In order: 0.534; 1.264; 1.855; 0.499 eV.